The molecule C26H28N2O4. Source: the OMol25 dataset; level of theory: ωB97M-V with the def2-TZVPD basis set.

Each line ends with the Löwdin charge.
Atoms and positions in Å:
C  -0.83720  -4.49600  1.31424  -0.030
C  0.18238  -4.25312  0.03858  -0.388
H  -0.25820  -3.41358  -0.65830  0.148
H  0.28669  -5.19957  -0.53062  0.135
O  1.34060  -3.95220  0.30237  -0.019
C  1.35883  -2.57316  0.82705  -0.299
O  0.39949  -1.84306  0.90646  0.107
C  2.79498  -2.07990  1.10553  -0.189
C  3.85418  -2.99387  0.57859  -0.253
C  4.08936  -2.86444  -0.84204  -0.127
H  3.07418  -2.92912  -1.31644  0.133
C  4.21356  -1.25045  -1.23748  -0.274
N  3.29330  -0.69547  -0.69490  -0.129
C  2.49079  0.28932  -1.37207  -0.168
O  2.57372  0.14931  -2.74800  -0.060
C  1.37943  1.04106  -0.61603  -0.137
C  0.16246  0.56654  -0.70919  0.058
C  -0.86069  1.52096  -0.05632  -0.060
N  -0.38616  2.83180  0.33674  0.168
C  0.76700  3.15852  0.50948  -0.376
C  1.08167  4.35396  0.87244  -0.104
C  2.30861  4.87881  1.14471  -0.022
C  3.44342  4.10324  0.50384  -0.051
C  3.09835  2.82469  0.06080  -0.100
C  1.83227  2.47785  -0.39677  -0.015
H  4.02786  2.19041  -0.55546  0.181
H  4.47876  4.16199  0.47101  0.062
H  2.71459  5.90150  1.39333  0.118
H  0.24735  4.91881  1.48172  0.159
C  -2.20091  1.14906  -0.00020  -0.127
C  -3.21770  2.27898  -0.11061  0.152
C  -4.58885  1.79348  -0.13227  0.025
C  -4.90836  0.51519  0.07420  -0.175
C  -3.97347  -0.63256  0.04990  0.070
C  -2.64988  -0.21321  0.01238  0.015
H  -1.82009  -0.71369  0.09808  0.031
H  -4.17763  -1.54510  -0.02660  0.026
O  -6.28245  0.27453  0.38505  -0.038
C  -6.80251  -1.01950  0.08261  -0.318
C  -6.85621  -1.52579  -1.24556  -0.087
H  -7.10497  -2.72248  -1.17726  0.158
H  -7.43744  -0.94541  -1.78427  0.026
H  -5.81446  -1.76808  -1.66937  0.101
H  -7.87237  -1.11032  0.42237  0.148
H  -6.36161  -1.64944  0.70585  0.066
H  -5.17748  2.50333  -0.01705  0.038
H  -2.85001  3.09524  -0.05948  -0.009
H  -0.06118  -0.32470  -1.20889  0.114
C  3.12430  -0.54542  0.73887  -0.042
H  3.88228  -0.23882  1.39695  0.115
H  2.29176  0.03784  1.11920  0.122
H  5.30092  -1.00034  -0.74675  0.167
H  4.53093  -1.10393  -2.31069  0.154
H  4.93758  -3.50883  -1.11914  0.121
H  4.96925  -2.83940  1.28031  0.193
H  3.71199  -3.96260  1.10680  0.114
H  2.77664  -2.22909  2.25377  0.179
H  -1.90715  -4.90942  0.93344  0.121
H  -0.39480  -5.09779  1.94293  -0.026
H  -0.94418  -3.57586  2.04216  0.097

Cartesian forces (eV/Å) of the 3 atoms listed first:
C -3.07 4.18 -3.70
C -11.14 -2.46 -2.92
H -0.08 -1.75 0.94

Calculated values
- Relative energy (zero: lowest compared OMol25 entry of this formula, charge and spin): 18.661 eV
- M: 432.52 g mol⁻¹
- Structure (SMILES): CCOC(=O)[C@H]1CCCN(C(=O)c2cc(-c3ccc(OCC)cc3)nc3ccccc23)C1
- Net charge: 0


A structure of composition C3H5KNO8. Source: the OMol25 dataset; level of theory: ωB97M-V with the def2-TZVPD basis set.

Each line ends with the Löwdin charge.
Atoms and positions in Å:
K  0.10517  0.72090  1.63881  0.900
O  2.37582  4.89198  2.43480  0.083
C  2.45131  3.65386  2.04995  -0.975
O  3.57943  3.22702  2.26240  -0.041
O  1.51904  3.04978  1.54148  -0.108
H  3.22217  4.76141  2.86867  0.078
O  -0.70743  0.14285  -3.00938  0.075
C  0.39174  -0.08010  -2.31929  -0.949
O  0.41895  0.32057  -1.14577  -0.132
O  1.32837  -0.70398  -2.80336  -0.029
H  -1.26281  0.24122  -2.23254  0.083
C  -1.79404  -3.19373  -0.69974  0.042
N  -2.14710  -2.50073  0.53412  -0.463
O  -2.83256  -3.12355  1.27229  0.092
O  -1.85209  -1.32525  0.65490  0.019
H  -1.97447  -2.67614  -1.64189  0.111
H  -2.11478  -4.23248  -0.77862  0.100
H  -0.70666  -3.17362  -0.62692  0.114

Cartesian forces (eV/Å) of the 3 atoms listed first:
K 0.59 0.54 -1.03
O -1.90 3.65 1.04
C 0.00 -2.53 -1.39

Calculated values
- Relative energy (zero: lowest compared OMol25 entry of this formula, charge and spin): 0.398 eV
- M: 222.17 g mol⁻¹
- Net charge: -1


A structure of composition C24H20NO3S4Ti. Source: the OMol25 dataset; level of theory: ωB97M-V with the def2-TZVPD basis set.

Each line ends with the Löwdin charge.
Atoms and positions in Å:
Ti  -0.13083  -0.59276  1.72705  0.645
C  -2.86064  -3.41920  1.58001  -0.122
C  -1.72866  -4.19920  1.75743  -0.085
C  -0.69270  -4.14480  0.83127  -0.097
C  -0.79180  -3.29346  -0.25878  -0.106
C  -1.93306  -2.51491  -0.44059  -0.113
C  -2.97271  -2.58166  0.47305  -0.120
H  -3.65547  -3.44462  2.31473  0.101
H  -1.64040  -4.83968  2.62590  0.108
H  0.19956  -4.73969  0.97975  0.108
H  0.00713  -3.26147  -0.99063  0.105
H  -2.01660  -1.87795  -1.31181  0.098
H  -3.85761  -1.97357  0.33666  0.106
S  0.85281  1.09450  3.21767  0.105
S  0.00800  0.75587  5.09427  -0.076
S  -1.25801  -0.84388  4.77513  -0.098
S  -2.22070  -0.33802  3.03469  0.039
O  2.38194  -3.51521  2.45919  0.094
C  1.87755  -2.48570  2.10299  -0.534
O  0.63993  -2.07267  2.48101  -0.225
C  2.48939  -1.50336  1.19526  -0.206
C  3.79127  -1.53381  0.72540  -0.015
C  4.24770  -0.52332  -0.07395  -0.023
C  3.41466  0.58410  -0.44200  -0.181
C  3.80901  1.63165  -1.22856  -0.102
C  2.87316  2.69216  -1.51991  -0.126
C  1.60605  2.72510  -1.08624  -0.084
C  1.03309  1.63684  -0.21929  -0.171
C  2.06194  0.54335  0.09060  -0.144
N  1.66863  -0.46480  0.84755  -0.021
H  4.41953  -2.36726  1.01733  0.119
H  5.27066  -0.53340  -0.43599  0.104
H  4.82363  1.66420  -1.60549  0.083
H  3.22541  3.52930  -2.11540  0.093
H  0.97184  3.57458  -1.30575  0.098
H  0.68466  2.05294  0.72618  0.095
C  0.13215  0.03748  -1.96657  0.005
C  -0.26531  0.94229  -0.79874  -0.445
O  -0.78869  0.17860  0.28453  -0.304
C  -1.29425  1.97374  -1.21320  -0.150
C  -2.30670  2.34988  -0.33070  -0.001
C  -3.25288  3.30052  -0.70358  -0.078
C  -3.19580  3.89119  -1.95951  -0.106
C  -2.18617  3.52316  -2.84130  -0.089
C  -1.24408  2.57047  -2.47123  -0.049
H  0.51957  -0.90751  -1.58881  0.078
H  0.91727  0.51952  -2.55458  0.096
H  -0.72181  -0.17276  -2.61548  0.089
H  -2.35299  1.89126  0.64817  0.104
H  -4.03693  3.57613  -0.00672  0.100
H  -3.93156  4.63181  -2.25010  0.093
H  -2.13012  3.97865  -3.82313  0.096
H  -0.46008  2.29536  -3.16777  0.112

Cartesian forces (eV/Å) of the 3 atoms listed first:
Ti -2.20 0.98 2.91
C -0.07 -0.03 -0.11
C -0.01 -0.05 -0.08

Calculated values
- M: 546.56 g mol⁻¹
- Net charge: -1


The molecule C7H12Si. Source: the OMol25 dataset; level of theory: ωB97M-V with the def2-TZVPD basis set.

Each line ends with the Löwdin charge.
Atoms and positions in Å:
C  1.42240  0.07592  0.91425  -0.403
C  -2.26133  1.87019  -0.31315  0.002
C  -0.29410  -2.39900  -0.48276  0.007
C  0.09761  0.61392  0.63873  -0.155
C  -2.23705  0.55283  -0.13384  -0.130
C  -1.10355  -1.57186  0.11322  -0.186
C  -0.96296  -0.12945  0.21218  -0.255
Si  2.78020  0.56247  -0.36801  0.652
H  1.61178  0.53011  1.90715  0.075
H  1.54999  -1.06703  1.09222  0.100
H  -3.10511  2.39718  -0.82986  0.075
H  -1.57210  2.51496  0.07535  0.014
H  -0.57361  -3.37173  -0.32818  0.023
H  0.52444  -1.98677  -1.19931  0.099
H  0.06104  1.60020  0.84880  0.066
H  -3.08736  0.03569  -0.58389  0.103
H  -2.06537  -1.99140  0.56802  0.137
H  2.87106  1.90525  -0.79577  -0.122
H  2.32902  -0.21075  -1.73413  -0.040
H  4.01499  0.06927  0.39897  -0.063

Cartesian forces (eV/Å) of the 3 atoms listed first:
C 1.46 -1.00 1.22
C -3.34 -0.37 -1.04
C 2.11 2.02 -2.02

Calculated values
- Relative energy (zero: lowest compared OMol25 entry of this formula, charge and spin): 3.169 eV
- M: 124.26 g mol⁻¹
- Structure (SMILES): C=CC(C=C)=CC[SiH3]
- Net charge: 0


Let's list frontier orbital gap in order: 6.87, 6.44, 5.34, 8.68 eV.
Let's list E_LUMO in order: -0.80, 1.82, 1.97, 0.63 eV.
Let's list total energy in order: -1417.4073, -1373.9604, -3649.4839, -563.2692 Ha.